--- i ---
{
  "formula": "C34H38F6N10PSV",
  "method": "ωB97M-V with the def2-TZVPD basis set",
  "charge": 3,
  "multiplicity": 4,
  "s2": 3.7672,
  "e_homo_ev": [-15.92, -15.91],
  "gap_ev": [6.749, 4.874],
  "elements": ["V", "S", "P", "F", "F", "F", "F", "F", "F", "N", "N", "N", "N", "N", "N", "N", "N", "N", "N", "C", "C", "C", "C", "C", "C", "C", "C", "C", "C", "C", "C", "C", "C", "C", "C", "C", "C", "C", "C", "C", "C", "C", "C", "C", "C", "C", "C", "C", "C", "C", "C", "C", "C", "H", "H", "H", "H", "H", "H", "H", "H", "H", "H", "H", "H", "H", "H", "H", "H", "H", "H", "H", "H", "H", "H", "H", "H", "H", "H", "H", "H", "H", "H", "H", "H", "H", "H", "H", "H", "H", "H"],
  "coordinates": [[-2.3177, 0.7870, 1.4576], [-1.3717, -2.1643, -1.7361], [-4.5828, 1.3882, -0.2361], [-3.3625, 2.4673, 0.1334], [-5.6749, 2.3905, 0.1977], [-3.2014, 0.3569, -0.4330], [-4.3695, 0.9114, 1.4420], [-5.5093, 0.1506, -0.4077], [-4.5333, 1.7622, -1.7390], [-2.5389, -1.2429, 1.9083], [-1.8962, 4.9949, 3.7858], [-1.0480, 0.4683, 2.9857], [-0.0504, -2.7955, -3.9250], [-0.9803, -0.6224, -3.8329], [-2.4257, 2.5124, 2.6909], [-2.7748, -3.8714, 2.7415], [0.8170, 2.3836, -0.8005], [4.0224, -0.4495, 7.7517], [-0.5805, 1.1463, 0.3809], [1.9121, -1.1028, 6.8208], [0.9145, -0.9160, 0.4883], [-0.3801, 2.2740, -6.1357], [-0.3771, 2.3166, -0.2123], [2.1589, -1.3757, 0.1054], [-3.4959, -2.0330, 1.4194], [-0.4613, 1.5390, 3.5507], [-3.3627, 3.4564, 2.7204], [0.8562, -2.7952, -5.0990], [4.3458, -3.3574, -3.4782], [2.8267, -3.4290, -3.5905], [4.1036, 0.4994, 6.8210], [0.5518, 1.3839, 4.4679], [0.8745, 2.7748, -5.4290], [0.9385, 0.0918, 4.8625], [-0.9719, 4.0340, 3.7868], [0.2226, -0.9951, 4.3452], [-1.2363, 1.3782, -5.2378], [-0.6655, -0.0370, -5.1516], [2.3009, -2.5239, -4.7017], [-1.6941, -1.7625, 2.8295], [-0.7678, -0.7670, 3.4150], [2.9396, -1.2245, 7.7442], [0.5786, 0.3937, 0.1377], [2.7223, 0.7174, -0.9932], [-1.8139, -3.0825, 3.2183], [2.0078, -0.1059, 5.8549], [-1.2371, 2.7752, 3.2898], [-3.6136, -3.3487, 1.8607], [3.1281, 0.7196, 5.8609], [-0.7217, -1.8218, -3.3470], [3.0547, -0.5671, -0.6178], [1.4642, 1.1685, -0.6031], [-3.0914, 4.6934, 3.3071], [4.6866, -2.3240, -3.3854], [2.3747, -3.1419, -2.6341], [0.4523, -1.9995, 4.6728], [-1.2732, 1.8172, -4.2325], [2.5280, -4.4642, -3.7871], [-2.2622, 1.3353, -5.6045], [0.4190, -0.0208, -5.2727], [1.4896, 1.9521, -5.0497], [0.2329, -1.5610, 1.0254], [4.8205, -3.7780, -4.3644], [1.0461, -1.7478, 6.8925], [0.4986, -2.0788, -5.8284], [-0.0046, 4.2834, 4.2068], [2.4095, -1.4721, -4.4131], [1.5032, 3.3587, -6.0991], [-4.1668, -1.6201, 0.6791], [-1.5684, -0.0552, -3.2391], [4.9942, 1.1160, 6.8464], [3.2646, 1.4976, 5.1205], [0.7567, -3.7871, -5.5387], [2.8891, -1.9799, 8.5193], [0.6044, 3.4192, -4.5876], [-1.0854, 3.1309, -0.2338], [-0.0083, -3.6375, -3.3665], [1.1745, 3.1845, -1.3003], [2.4584, -2.3807, 0.3721], [-1.0932, -0.6681, -5.9312], [-0.9784, 3.1220, -6.4675], [3.4059, 1.3401, -1.5548], [-3.8631, 5.4505, 3.3689], [-4.3235, 3.2383, 2.2781], [-0.1074, 1.7270, -7.0421], [-4.4117, -3.9804, 1.4909], [-1.1348, -3.5187, 3.9407], [4.7103, -3.9153, -2.6164], [4.0264, -0.9626, -0.8789], [1.0005, 2.2462, 4.9418], [2.9023, -2.6693, -5.6023]]
}

--- ii ---
{
  "formula": "C34H38F6N10PSV",
  "method": "ωB97M-V with the def2-TZVPD basis set",
  "charge": 3,
  "multiplicity": 4,
  "s2": 3.7639,
  "e_homo_ev": [-15.52, -15.51],
  "gap_ev": [6.354, 4.569],
  "elements": ["V", "S", "P", "F", "F", "F", "F", "F", "F", "N", "N", "N", "N", "N", "N", "N", "N", "N", "N", "C", "C", "C", "C", "C", "C", "C", "C", "C", "C", "C", "C", "C", "C", "C", "C", "C", "C", "C", "C", "C", "C", "C", "C", "C", "C", "C", "C", "C", "C", "C", "C", "C", "C", "H", "H", "H", "H", "H", "H", "H", "H", "H", "H", "H", "H", "H", "H", "H", "H", "H", "H", "H", "H", "H", "H", "H", "H", "H", "H", "H", "H", "H", "H", "H", "H", "H", "H", "H", "H", "H", "H"],
  "coordinates": [[0.2104, -1.7927, 1.8312], [-1.5692, 0.8691, -1.5062], [2.5956, -4.2416, 0.6935], [1.0782, -4.6152, 0.6612], [2.4042, -3.4642, -0.6649], [3.0215, -2.9166, 1.3873], [2.7105, -4.9834, 2.0909], [1.2597, -0.8349, 0.7636], [3.6355, -5.1686, 0.0732], [-0.9166, -0.1152, 2.1655], [-0.8885, -2.4509, 0.1690], [-1.9565, 2.4388, 2.2731], [-2.4891, -3.5631, -0.8804], [-2.0023, 1.0639, -4.1433], [1.1590, -0.8663, 3.3219], [-0.2274, 2.2673, -3.3255], [0.5139, -3.2361, 3.3511], [1.3944, -5.0653, 5.2277], [6.3202, 2.6973, 6.3046], [-4.4230, 1.0726, -4.6315], [3.0281, -0.8882, 4.7441], [-0.7802, -2.4932, -3.9826], [0.3307, -5.3114, 4.4778], [-1.7596, -3.1406, -3.2629], [3.0577, 0.5154, 4.6879], [4.1810, 1.2649, 5.2808], [5.4852, 0.8362, 5.0662], [-4.3345, 1.4088, -6.1220], [-0.2092, 0.8956, 2.7277], [1.0543, 0.4607, 3.3801], [2.0221, -3.9054, 5.0607], [-1.6733, -3.0461, -1.8773], [-0.7542, 2.1676, 2.7714], [-0.0571, 4.0615, -1.5893], [-3.2403, 0.2681, -4.1045], [6.5230, 1.5946, 5.5912], [-4.3912, 0.1888, -7.0395], [0.3227, -1.6803, -1.9643], [5.0709, 3.1030, 6.5138], [-0.6620, -2.3434, -1.2176], [-2.1347, 0.1494, 1.6922], [3.9676, 2.4234, 6.0179], [1.9857, 1.1943, 4.0816], [-1.9888, -3.1827, 0.2927], [2.0178, -1.5466, 4.0762], [-0.0776, 5.3477, -2.4152], [1.5773, -2.9651, 4.1513], [-2.6510, 1.4367, 1.7530], [-0.9631, 5.3087, -3.6618], [-0.0969, -4.4115, 3.5101], [-1.2509, 1.4515, -3.1298], [0.6062, 2.8642, -2.2694], [0.2455, -1.7776, -3.3393], [-2.4582, -3.4441, 1.2306], [-0.1913, -6.2447, 4.6466], [0.8042, 2.0851, -1.5338], [-5.3016, -0.3874, -6.8708], [-0.4967, 4.7633, -4.4874], [-3.4364, 1.9981, -6.3434], [-4.5066, 1.9949, -4.0505], [-0.9352, -4.6416, 2.8659], [-0.1387, 2.6792, -4.2457], [1.1212, -1.1285, -1.4922], [3.7786, -1.4226, 5.3106], [-5.3234, 0.4823, -4.4478], [-2.5504, -3.6966, -3.7490], [-1.9396, 4.8662, -3.4470], [-0.4269, 6.1494, -1.7633], [-0.7942, -2.5445, -5.0633], [-1.7852, 1.4557, -5.0527], [-5.1772, 2.0600, -6.3561], [0.4937, 4.2502, -0.6649], [-3.0862, -0.6304, -4.7010], [-0.2198, 2.9895, 3.2322], [-1.1356, 6.3181, -4.0305], [-2.7048, -0.6612, 1.2611], [1.9253, 2.2727, 4.1387], [1.5498, 3.1529, -2.7300], [-3.5351, -0.4764, -6.9000], [2.8890, -3.7179, 5.6828], [-3.4110, -0.0332, -3.0732], [-3.6403, 1.6600, 1.3730], [-1.0829, 3.7825, -1.3103], [-3.3086, -4.1369, -1.0165], [2.9682, 2.7788, 6.2372], [-4.3838, 0.5047, -8.0810], [4.9497, 4.0064, 7.0984], [5.7010, -0.0479, 4.4790], [0.9457, 5.6082, -2.6979], [1.0058, -1.2974, -3.9416], [7.5554, 1.3091, 5.4311]]
}

Energies relative to the most stable structure are i 0.0; ii 21.3, reported in kcal/mol.

--- i ---
{
  "formula": "C2H4O2P",
  "method": "ωB97M-V with the def2-TZVPD basis set",
  "charge": -1,
  "smiles": "C=[PH2]C(=O)[O-]",
  "e_homo_ev": -2.85,
  "gap_ev": 7.244,
  "elements": ["P", "O", "O", "C", "C", "H", "H", "H", "H"],
  "coordinates": [[-0.2591, 0.6442, 0.3803], [2.0013, -0.3856, -0.6265], [0.6512, 0.7473, -2.0767], [-0.3309, -0.9448, 0.9681], [1.1445, 0.2658, -1.0896], [-1.3873, -1.1112, 1.2256], [-1.0631, 1.2026, -0.7015], [-0.9565, 1.2586, 1.5005], [0.2001, -1.6771, 0.4198]]
}

--- ii ---
{
  "formula": "C2H4O2P",
  "method": "ωB97M-V with the def2-TZVPD basis set",
  "charge": -1,
  "smiles": "O=C([O-])CP",
  "e_homo_ev": -3.86,
  "gap_ev": 8.406,
  "elements": ["P", "O", "O", "C", "C", "H", "H", "H", "H"],
  "coordinates": [[-1.4913, -0.4057, 0.2082], [2.0427, 1.1155, 0.5775], [1.3879, -0.9412, 1.1623], [-0.1502, 0.5203, -0.4154], [1.3316, 0.1348, 0.6010], [-0.7846, -1.5658, 0.0478], [-0.1581, 1.5396, 0.0855], [0.2407, 0.3176, -1.4198], [-2.4187, -0.7152, -0.8471]]
}

--- iii ---
{
  "formula": "C2H4O2P",
  "method": "ωB97M-V with the def2-TZVPD basis set",
  "charge": -1,
  "e_homo_ev": -3.75,
  "gap_ev": 7.988,
  "elements": ["P", "O", "O", "C", "C", "H", "H", "H", "H"],
  "coordinates": [[0.4815, -0.3833, -0.0127], [-2.4896, -0.0853, 0.0703], [1.3253, -1.6103, 0.0813], [-1.5609, -0.8839, 0.3096], [1.2523, 1.0033, 0.5037], [0.9492, 2.0060, 0.6385], [2.3287, 1.0104, 0.8188], [-1.1358, -1.2376, 1.2991], [-1.3224, -1.7483, -0.2250]]
}

Energies relative to the most stable structure are i 36.5; ii 0.0; iii 26.2, reported in kcal/mol.